Entry 1:
C15H45O8Y | ωB97M-V with the def2-TZVPD basis set

```
! RIJCOSX wB97M-V def2-TZVPD def2/J DEFGRID3
* xyz 1 2
Y 10.178 19.219 -12.683
C 8.709 16.618 -10.828
O 8.747 17.748 -11.594
H 8.649 16.938 -9.788
H 7.864 16.005 -11.143
H 9.632 16.057 -10.978
C 11.926 15.471 -13.060
C 11.198 16.021 -14.242
O 11.301 17.475 -14.171
H 11.858 14.383 -13.029
H 11.629 15.863 -12.087
H 12.986 15.720 -13.113
H 10.137 15.774 -14.285
H 11.626 15.691 -15.189
H 11.956 17.679 -14.843
C 5.541 17.529 -8.383
C 5.581 16.329 -7.337
O 4.741 16.550 -6.240
H 5.985 17.262 -9.342
H 6.069 18.417 -8.037
H 4.518 17.834 -8.604
H 6.565 16.003 -7.000
H 5.121 15.518 -7.902
H 4.864 15.864 -5.581
C 7.038 14.992 -14.734
C 6.094 15.686 -13.732
O 6.465 17.038 -13.586
H 6.729 13.973 -14.969
H 8.079 14.983 -14.410
H 7.060 15.530 -15.682
H 5.912 15.187 -12.780
H 5.128 15.741 -14.234
H 6.658 17.157 -12.653
C 6.169 20.415 -11.701
C 6.743 20.582 -13.064
O 8.145 20.616 -12.894
H 6.449 21.186 -10.983
H 6.448 19.466 -11.242
H 5.080 20.367 -11.670
H 6.391 21.498 -13.537
H 6.444 19.737 -13.685
H 8.427 21.348 -13.447
C 8.808 18.116 -7.044
C 9.585 18.904 -6.158
O 10.372 18.010 -5.526
H 8.321 18.823 -7.716
H 8.012 17.666 -6.450
H 9.412 17.422 -7.628
H 8.947 19.335 -5.386
H 10.320 19.597 -6.566
H 10.749 18.508 -4.797
C 12.836 14.250 -9.325
C 13.689 13.449 -10.245
O 13.586 12.101 -9.924
H 13.224 15.267 -9.265
H 12.691 13.848 -8.323
H 11.851 14.483 -9.731
H 14.762 13.621 -10.155
H 13.349 13.554 -11.275
H 13.868 11.998 -9.012
C 9.059 21.783 -8.867
C 9.414 20.500 -9.696
O 10.118 20.749 -10.903
H 8.615 21.470 -7.922
H 8.268 22.278 -9.431
H 9.931 22.437 -8.870
H 8.469 20.035 -9.977
H 10.035 19.903 -9.027
H 11.005 21.067 -10.721
*
```

Results
Frontier orbital gap (alpha / beta)   5.91 / 8.18 eV
⟨S²⟩   0.751
HOMO energy (alpha / beta)   -9.007 / -11.890 eV

=====

Entry 2:
C6H11N | ωB97M-V with the def2-TZVPD basis set

```
! RIJCOSX wB97M-V def2-TZVPD def2/J DEFGRID3
* xyz 0 1
C -2.440 -0.427 -1.376
N -1.022 -0.341 -1.442
C -0.254 -0.159 -0.353
C 1.123 -0.360 -0.218
C 1.960 -0.032 0.994
C 2.320 1.174 1.464
C -0.970 0.145 0.946
H -2.695 -1.235 -0.627
H -2.835 -0.929 -2.348
H -2.959 0.602 -1.239
H -0.527 -0.639 -2.347
H 1.648 -0.594 -1.139
H 2.379 -0.970 1.411
H 3.127 1.257 2.141
H 1.994 2.166 1.270
H -0.308 0.153 1.875
H -1.282 1.137 1.227
H -1.822 -0.606 1.133
*
```

Results
Frontier orbital gap   8.29 eV
HOMO energy   -7.313 eV

=====

Entry 3:
C23H24AsBr2CrN3O2S2 | ωB97M-V with the def2-TZVPD basis set

```
! RIJCOSX wB97M-V def2-TZVPD def2/J DEFGRID3
* xyz 0 5
Cr -0.856 1.364 -0.050
C 2.514 2.993 0.700
C 1.291 3.798 0.445
N 0.086 3.331 0.277
C -0.840 4.338 0.097
C -0.325 5.593 0.109
S 1.365 5.527 0.372
C -2.226 3.945 -0.098
C -3.295 4.771 -0.192
S -4.705 3.858 -0.509
C -3.779 2.400 -0.503
N -2.503 2.592 -0.255
C -4.460 1.116 -0.813
H 2.244 2.046 1.161
H 3.203 3.538 1.344
H 3.032 2.776 -0.237
H -0.838 6.531 -0.025
H -3.324 5.844 -0.110
H -5.466 1.312 -1.180
H -4.523 0.480 0.070
H -3.899 0.563 -1.562
Br 5.494 0.223 -4.240
C 4.658 -0.047 -2.562
C 5.408 -0.476 -1.474
N 4.876 -0.629 -0.268
C 3.585 -0.362 -0.106
C 2.755 0.047 -1.144
C 3.311 0.212 -2.407
C 1.328 0.413 -0.905
O 0.627 0.834 -1.850
O 0.879 0.371 0.283
H 6.463 -0.698 -1.577
H 3.188 -0.467 0.896
H 2.688 0.550 -3.224
Br -4.607 -4.231 0.169
C -3.487 -2.683 0.138
C -3.304 -1.952 1.296
C -2.503 -0.814 1.252
C -1.896 -0.361 0.074
C -2.086 -1.167 -1.058
C -2.868 -2.315 -1.045
H -3.784 -2.263 2.216
H -2.366 -0.254 2.174
H -1.611 -0.884 -1.994
H -3.004 -2.909 -1.940
C 1.737 -4.454 0.032
As 0.699 -2.944 0.776
C 1.886 -2.589 2.311
C -0.545 -4.104 1.777
H 2.147 -5.085 0.823
H 2.559 -4.091 -0.585
H 1.088 -5.065 -0.596
H 1.856 -3.412 3.026
H 1.572 -1.673 2.814
H 2.916 -2.462 1.977
H 0.002 -4.874 2.324
H -1.237 -4.594 1.092
H -1.122 -3.509 2.482
*
```

Results
Frontier orbital gap (alpha / beta)   7.18 / 7.42 eV
⟨S²⟩   6.024
HOMO energy (alpha / beta)   -7.493 / -7.771 eV

=====

Entry 4:
C23H50BrN3O8S5 | ωB97M-V with the def2-TZVPD basis set

```
! RIJCOSX wB97M-V def2-TZVPD def2/J DEFGRID3
* xyz 0 1
C 4.215 -4.420 1.060
C 2.697 -4.350 1.081
C 2.166 -3.006 0.599
Br 0.179 -3.066 0.782
N 2.602 -2.727 -0.714
C 2.125 -1.501 -1.334
C 2.692 -0.232 -0.676
O 1.685 0.747 -0.502
C 1.043 0.680 0.758
C -0.266 1.465 0.685
C -1.331 0.819 1.597
C -2.526 0.306 0.786
C -3.575 -0.281 1.722
S -4.880 -1.208 0.868
C -4.165 -2.757 0.548
N -3.064 -3.073 -0.066
N -3.006 -4.470 -0.066
C -4.089 -4.866 0.536
O -4.870 -3.852 0.965
C 1.943 1.165 1.907
C 2.120 0.151 3.031
O 1.228 0.469 4.121
C 0.804 -0.566 4.830
O 1.375 -1.601 4.954
H 4.519 -5.365 1.506
H 4.584 -4.423 0.041
H 4.670 -3.626 1.645
H 2.270 -5.112 0.428
H 2.296 -4.551 2.068
H 2.551 -2.244 1.268
H 2.473 -3.529 -1.316
H 1.035 -1.423 -1.370
H 2.464 -1.515 -2.367
H 3.224 -0.454 0.245
H 3.421 0.217 -1.338
H 0.751 -0.357 0.935
H -0.622 1.436 -0.341
H -0.120 2.497 0.990
H -1.734 1.546 2.303
H -0.920 0.004 2.190
H -2.952 1.168 0.277
H -2.204 -0.438 0.062
H -4.114 0.517 2.224
H -3.093 -0.915 2.459
H -4.388 -5.883 0.693
H 2.932 1.351 1.497
H 1.566 2.084 2.347
H 3.149 0.140 3.379
H 1.883 -0.848 2.676
H -0.164 -0.382 5.303
C -8.171 -2.378 2.521
S -9.200 -3.099 3.803
O -10.399 -2.235 3.939
C -8.101 -2.691 5.166
H -8.693 -2.482 1.572
H -8.005 -1.322 2.734
H -7.220 -2.909 2.473
H -7.944 -1.613 5.196
H -7.154 -3.214 5.037
H -8.579 -3.020 6.087
C 7.598 1.292 0.174
S 6.092 2.269 0.144
O 4.968 1.326 0.414
C 6.079 2.583 -1.621
H 7.759 0.956 1.196
H 7.486 0.432 -0.486
H 8.435 1.913 -0.144
H 6.074 1.633 -2.156
H 6.960 3.168 -1.886
H 5.176 3.147 -1.860
C 1.632 5.922 -2.012
S 2.267 4.265 -1.739
O 3.382 4.061 -2.710
C 0.843 3.390 -2.376
H 2.400 6.629 -1.705
H 1.405 6.058 -3.070
H 0.737 6.067 -1.408
H 0.657 3.687 -3.409
H -0.025 3.616 -1.756
H 1.057 2.325 -2.323
C -1.601 3.763 -7.274
S -2.594 2.749 -6.172
O -2.574 3.407 -4.841
C -1.437 1.375 -6.094
H -2.126 4.704 -7.423
H -0.628 3.951 -6.820
H -1.485 3.253 -8.231
H -0.475 1.729 -5.722
H -1.327 0.937 -7.086
H -1.847 0.635 -5.410
*
```

Results
Frontier orbital gap   9.32 eV
HOMO energy   -8.858 eV